Entry 1:
Entry from the Open Molecules 2025 dataset: a structure of composition C54H45BrCl2CsF3N5O3S4Sb at a distorted geometry (the ωB97M-V functional and the def2-TZVPD basis).

Last column: Mulliken charge in e.
Element x y z (Å)
1 Cs 0.25297 -1.26939 -0.63989  0.96
2 Br 5.21813 -3.33170 -6.13308  -0.29
3 C 4.15147 -2.12429 -5.16167  -0.06
4 C 4.84918 -1.46968 -4.12825  -0.42
5 C 4.13420 -0.89711 -3.14650  -0.65
6 C 2.72881 -0.65043 -3.23278  -0.17
7 O 2.11479 -0.04596 -2.31145  -0.60
8 C 2.00427 -1.21501 -4.40698  0.33
9 C 0.55117 -1.14092 -4.55584  -0.20
10 N -0.29997 -1.25029 -3.55614  0.34
11 C -1.62614 -1.32909 -3.93760  -0.01
12 C -2.07749 -1.41446 -5.27378  -0.76
13 C -3.40680 -1.19664 -5.61398  -0.85
14 C -4.39170 -0.90994 -4.67476  -0.93
15 C -4.06318 -0.95035 -3.28372  1.28
16 C -4.99470 -0.87529 -2.23793  -0.56
17 C -4.60362 -1.09918 -0.92494  -0.78
18 C -3.27193 -1.47812 -0.69469  -0.72
19 N -2.33905 -1.51207 -1.65392  -0.01
20 C -2.67260 -1.23053 -2.91458  0.06
21 C 2.74027 -1.98165 -5.31859  -0.56
22 H 5.92221 -1.48799 -4.12010  0.47
23 H 4.64256 -0.53679 -2.24328  0.46
24 H 0.25647 -0.98552 -5.60083  0.19
25 H -1.36533 -1.62828 -6.06913  0.38
26 H -3.69224 -1.32337 -6.66649  0.34
27 H -5.43101 -0.75208 -4.97863  0.38
28 H -6.01501 -0.62606 -2.48604  0.41
29 H -5.28378 -0.93654 -0.10898  0.55
30 H -2.94496 -1.81301 0.28316  0.75
31 H 2.24407 -2.56609 -6.08362  0.46
32 C 0.36110 -2.38037 3.65190  -0.90
33 C 1.66600 -2.16086 2.93139  0.12
34 N 2.12710 -0.93695 2.87804  -0.34
35 N 3.18428 -0.58542 2.18065  0.05
36 C 3.48810 0.75417 2.07773  -0.09
37 S 2.72716 2.13612 2.63555  -0.46
38 S 4.90217 0.82782 1.03694  -0.12
39 C 6.07068 1.22438 2.37519  -1.15
40 C 6.22428 0.03947 3.32738  0.71
41 C 7.18508 -0.96454 3.16134  -0.44
42 C 7.27271 -1.99643 4.08364  -0.41
43 C 6.30171 -2.14617 5.06826  -0.55
44 C 5.29531 -1.20938 5.18404  -0.47
45 C 5.32472 -0.05569 4.38266  -0.31
46 C 2.35254 -3.28583 2.19239  0.45
47 C 3.73890 -3.37650 2.02584  -0.17
48 C 4.29321 -4.61596 1.71866  -0.69
49 C 3.51663 -5.73203 1.43744  -0.40
50 C 2.15794 -5.56472 1.34179  -0.50
51 C 1.55057 -4.30133 1.56687  0.15
52 O 0.34830 -4.07467 1.13204  -0.64
53 H -0.12787 -1.43485 3.85829  0.26
54 H -0.26076 -3.00120 3.01219  0.10
55 H 0.47690 -2.94016 4.58053  0.24
56 H 7.00506 1.42804 1.82009  0.43
57 H 5.68443 2.10816 2.90206  0.35
58 H 7.90856 -0.93356 2.35607  0.36
59 H 8.09641 -2.70962 3.97634  0.32
60 H 6.40994 -2.94007 5.78423  0.38
61 H 4.45998 -1.34051 5.88820  0.33
62 H 4.60690 0.74759 4.52793  0.38
63 H 4.37536 -2.51096 2.16458  0.38
64 H 5.37288 -4.68032 1.70791  0.38
65 H 4.03251 -6.67220 1.29606  0.36
66 H 1.48573 -6.37953 1.08098  0.29
67 O -0.35829 0.73097 1.60705  -0.20
68 H -0.63384 0.90326 2.54302  0.19
69 H 0.54966 1.12154 1.55626  -0.08
70 Cl 1.86966 4.87257 -3.74672  -0.18
71 C 1.15061 3.28001 -4.08665  0.13
72 Cl -0.62652 3.48177 -4.21538  -0.12
73 H 1.34388 2.61052 -3.24075  -0.21
74 H 1.54304 2.82383 -5.03498  0.37
75 S -4.00528 -4.79541 -0.31948  -0.33
76 C -3.79847 -5.00372 1.28981  0.14
77 N -2.68001 -5.59192 1.82536  -0.06
78 C -2.66748 -5.96094 3.22296  -0.52
79 C -3.81320 -5.12995 3.84390  -0.42
80 S -4.86612 -4.46684 2.60239  -0.15
81 H -1.95386 -5.88589 1.15544  0.18
82 H -1.66600 -5.73366 3.67357  0.22
83 H -2.88513 -7.04766 3.29963  0.32
84 H -3.48739 -4.29819 4.47261  0.31
85 H -4.46272 -5.76073 4.47302  0.33
86 F -6.29416 6.04667 -3.79887  -0.34
87 C -5.36638 5.32807 -3.12434  0.29
88 C -4.89405 5.75966 -1.87326  -0.70
89 C -3.94274 5.00268 -1.21739  -0.21
90 C -3.50060 3.78530 -1.69524  -0.36
91 C -3.97782 3.33140 -2.91399  -0.46
92 C -4.96216 4.06976 -3.59537  -0.50
93 Sb -1.87262 2.63098 -0.72532  0.66
94 C -0.63348 4.39464 -0.58033  0.09
95 C 0.37258 4.43439 0.42051  -0.35
96 C 1.14856 5.56510 0.57981  -0.70
97 C 0.91813 6.65672 -0.25438  0.48
98 F 1.59862 7.78744 -0.00545  -0.37
99 C -0.01497 6.62347 -1.25486  -0.83
100 C -0.82409 5.50180 -1.36667  -0.03
101 C -2.97201 2.79685 1.17558  0.10
102 C -2.39511 3.29047 2.35234  -0.42
103 C -3.13215 3.47102 3.52916  -0.50
104 C -4.47786 3.11399 3.52186  0.25
105 F -5.22936 3.31882 4.62188  -0.36
106 C -5.02331 2.49638 2.41305  -0.56
107 C -4.30485 2.35096 1.21906  -0.46
108 H -5.17428 6.73393 -1.46968  0.38
109 H -3.52263 5.39315 -0.31937  0.54
110 H -3.62458 2.39766 -3.38978  0.50
111 H -5.36444 3.61842 -4.49367  0.45
112 H 0.68271 3.55361 0.97096  0.21
113 H 1.86780 5.62363 1.36313  0.55
114 H -0.19174 7.46519 -1.91984  0.39
115 H -1.54144 5.50289 -2.17785  0.39
116 H -1.36240 3.57809 2.39048  0.42
117 H -2.62939 3.88015 4.40077  0.44
118 H -6.03873 2.11529 2.44775  0.42
119 H -4.81915 1.92373 0.37812  0.51

Properties
- highest occupied orbital energy (Eh) = -0.0551
- E_tot (a.u.) = -8231.3883
- lowest unoccupied orbital energy (eV) = 3.16
- total charge = -2
- energy relative to the best compared isomer or geometry (same formula, charge and spin) (kcal per mole) = 35.1


Entry 2:
Entry from the Open Molecules 2025 dataset: a structure of composition C52H40BrCl2F4N2O2PS3Tc at a distorted geometry (the ωB97M-V functional and the def2-TZVPD basis).

Last column: Löwdin spin population.
Element x y z (Å)
1 Tc -0.02070 0.30088 -0.10651  1.39
2 Cl 3.29981 -4.35114 3.08441  0.41
3 C 2.81535 -3.22472 -0.36185  0.01
4 C 3.48821 -4.35286 -0.95334  0.01
5 C 2.99908 -4.97734 -2.06017  0.00
6 Cl 3.69268 -6.47572 -2.54009  0.00
7 C 1.82925 -4.44015 -2.67305  0.01
8 C 1.27209 -5.01304 -3.83454  0.00
9 C 0.15681 -4.43216 -4.40758  0.01
10 C -0.43319 -3.31757 -3.80215  0.00
11 N 0.04118 -2.75999 -2.71558  0.01
12 C 1.17723 -3.23883 -2.18052  0.00
13 C 1.71296 -2.68287 -0.97207  0.05
14 O 1.14191 -1.63389 -0.26898  0.03
15 H 4.31075 -4.84588 -0.47637  0.00
16 H 1.72153 -5.90888 -4.26815  0.00
17 H -0.23471 -4.78968 -5.33526  0.00
18 H -1.33283 -2.85153 -4.17191  0.00
19 F -5.13436 6.45038 -0.23201  0.00
20 C -4.10125 5.67084 0.10030  0.00
21 C -3.69280 5.50524 1.40323  0.00
22 F -4.39728 6.04112 2.41994  0.00
23 C -2.63517 4.65615 1.71242  0.00
24 F -2.07355 4.74029 2.94125  0.00
25 C -2.02376 3.87731 0.73345  0.01
26 P -0.99581 2.33668 0.89360  0.03
27 C -2.01596 1.50473 2.12566  0.01
28 C -2.88488 0.51512 1.65135  0.01
29 C -3.81278 -0.00509 2.51724  0.00
30 C -3.84033 0.37016 3.88705  0.00
31 C -2.99432 1.39763 4.31805  0.00
32 C -2.12059 1.98433 3.43250  0.00
33 C 0.49015 3.04072 1.61645  0.00
34 C 1.05867 4.14885 0.99224  0.00
35 C 2.18029 4.76692 1.57815  0.00
36 C 2.69262 4.32258 2.80208  0.00
37 C 2.16678 3.15831 3.37844  0.00
38 C 1.03118 2.58324 2.82012  0.00
39 C -2.25527 4.25442 -0.58853  0.00
40 Br -1.01042 3.79431 -1.96059  0.00
41 C -3.29052 5.10603 -0.88195  0.00
42 F -3.57686 5.36040 -2.19533  0.00
43 H -2.79762 0.10246 0.62573  0.01
44 H -4.53592 -0.75554 2.18338  0.00
45 H -4.49505 -0.08935 4.63439  0.00
46 H -2.99088 1.72219 5.35538  0.00
47 H -1.52196 2.81422 3.80009  0.00
48 H 0.67075 4.53874 0.02936  0.00
49 H 2.65952 5.60985 1.09720  0.00
50 H 3.49501 4.87570 3.28673  0.00
51 H 2.61735 2.72928 4.27747  0.00
52 H 0.58888 1.73343 3.30914  0.00
53 C -3.47431 1.08494 -1.82708  0.00
54 C -3.11525 -0.16563 -2.69775  0.01
55 C -3.14818 -1.42690 -1.80410  0.01
56 C -1.91541 0.00094 -3.61987  0.06
57 C -2.10919 -0.10092 -5.01367  -0.01
58 C -1.15544 0.35876 -5.91974  0.07
59 C 0.06586 0.79714 -5.41297  -0.01
60 C 0.35226 0.80500 -4.07114  0.05
61 C 1.77629 1.21969 -3.69130  0.01
62 C 2.77635 -0.00439 -3.67176  0.00
63 C 2.05815 2.20770 -2.57482  0.01
64 C -0.63147 0.38985 -3.14328  0.01
65 N -0.32202 0.38092 -1.82913  0.16
66 H -4.41787 0.85870 -1.33013  0.00
67 H -3.58641 1.94262 -2.46856  0.00
68 H -2.78114 1.38529 -1.05719  0.00
69 H -3.98613 -0.30242 -3.36721  0.00
70 H -2.38744 -1.42716 -1.02508  0.01
71 H -2.97125 -2.31101 -2.44608  0.00
72 H -4.10299 -1.52057 -1.34140  0.00
73 H -3.04333 -0.53956 -5.39489  0.00
74 H -1.38192 0.43452 -6.99743  0.00
75 H 0.87388 1.10705 -6.10814  0.00
76 H 2.12025 1.77174 -4.58583  0.00
77 H 2.72100 -0.51028 -2.70105  0.00
78 H 3.79991 0.38877 -3.75205  0.00
79 H 2.53518 -0.70635 -4.49919  0.00
80 H 1.97122 1.84209 -1.55586  0.01
81 H 1.36476 3.07867 -2.66612  0.00
82 H 3.09014 2.55264 -2.74208  0.00
83 O 0.15178 -0.26190 1.79410  0.04
84 C 1.02778 -1.35609 2.13560  0.02
85 C 1.54479 -1.07563 3.57767  0.00
86 C 0.86843 -1.25781 4.73653  0.00
87 C 1.71348 -1.16142 5.85905  0.00
88 C 2.94660 -0.75859 5.51121  0.00
89 S 3.10085 -0.37475 3.84685  0.00
90 C 0.21918 -2.64009 2.14986  0.00
91 C 0.08003 -3.58659 3.16726  0.00
92 C -0.92043 -4.55469 2.85757  0.00
93 C -1.42454 -4.44707 1.61721  0.00
94 S -0.99984 -2.90982 0.92669  0.01
95 C 2.01784 -1.41343 0.99677  0.02
96 C 3.12038 -2.46622 0.90492  0.21
97 C 4.42715 -1.80154 0.95373  0.02
98 C 4.35671 -0.45605 0.99914  0.11
99 S 2.77740 0.30098 0.90700  0.10
100 H -0.18913 -1.58225 4.78075  0.00
101 H 1.41635 -1.48567 6.86961  0.00
102 H 3.81035 -0.59372 6.13225  0.00
103 H 0.61345 -3.67473 4.08069  0.00
104 H -1.29646 -5.25397 3.58339  0.00
105 H -2.08187 -5.13187 1.08392  0.00
106 H 3.15414 -3.34128 1.82729  0.04
107 H 5.31680 -2.41815 0.95585  0.00
108 H 5.18194 0.24431 1.03973  0.00

Properties
- multiplicity = 4
- highest occupied orbital energy (spin up / spin down) (Eh) = -0.2229 / -0.2740
- E_tot (a.u.) = -7775.8826
- lowest unoccupied orbital energy (spin up / spin down) (eV) = -0.39 / -3.27
- total charge = 0
- ⟨S²⟩ = 3.7982
- energy relative to the best compared isomer or geometry (same formula, charge and spin) (kcal per mole) = 43.8


Entry 3:
Entry from the Open Molecules 2025 dataset: a cluster of 2 separate species, C2H3F5N2 in total at a distorted geometry (the ωB97M-V functional and the def2-TZVPD basis).

Last column: natural (NBO) charge in e.
Element x y z (Å)
1 C 1.82003 0.62880 1.91210  0.63
2 C 1.12313 -0.47747 2.73231  0.88
3 N 1.21011 -0.50422 -1.16786  -0.56
4 N 0.33132 0.41719 -0.73385  -0.43
5 F 2.40638 1.51501 2.65023  -0.28
6 F 2.83629 -0.00717 1.11771  -0.37
7 F 1.93043 -0.88123 3.70526  -0.30
8 F -0.07167 -0.06875 3.23934  -0.31
9 F 0.93329 -1.53125 1.99134  -0.30
10 H 2.27480 -0.53223 -0.79842  0.37
11 H 0.85130 -1.46097 -1.16002  0.37
12 H 0.74579 1.30486 -0.51070  0.31

Properties
- highest occupied orbital energy (spin up / spin down) (Eh) = -0.2967 / -0.3787
- E_tot (a.u.) = -686.6980
- lowest unoccupied orbital energy (spin up / spin down) (eV) = -1.50 / 0.62
- total charge = 0
- energy relative to the best compared isomer or geometry (same formula, charge and spin) (kcal per mole) = 6.0


Entry 4:
Entry from the Open Molecules 2025 dataset: a structure of composition C19H23BrNV at a distorted geometry (the ωB97M-V functional and the def2-TZVPD basis).

Last column: Löwdin spin population.
Element x y z (Å)
1 C -0.09866 0.25236 -2.91153  0.06
2 C 0.46665 1.63825 -2.99337  0.01
3 C 0.63403 -0.72189 -3.82961  0.00
4 C -1.57532 0.23278 -3.21217  0.01
5 H 0.37378 -0.44829 -4.86986  0.00
6 H 0.33959 -1.76922 -3.67850  0.00
7 H 1.72942 -0.68111 -3.74422  0.00
8 H 0.20813 2.03985 -3.99271  0.00
9 H 1.55695 1.65748 -2.90710  0.00
10 H 0.03025 2.30309 -2.22661  0.00
11 H -1.70078 0.54961 -4.26664  0.00
12 H -2.13917 0.93239 -2.57262  0.00
13 H -2.01429 -0.76149 -3.11430  0.00
14 C 2.33610 -0.27153 1.38448  -0.01
15 C 2.27051 -1.06891 0.21300  -0.02
16 C 2.04629 -0.19410 -0.89379  0.00
17 H 2.52961 -2.12563 0.15353  0.00
18 C 1.94533 1.14240 -0.39346  0.02
19 C 2.16268 1.08750 1.00423  -0.01
20 H 2.26887 1.95052 1.66003  0.00
21 H 2.63200 -0.62469 2.36729  0.00
22 H 2.09512 -0.50450 -1.94068  0.00
23 H 1.81634 2.06053 -0.97314  0.00
24 C -2.05728 -1.33476 0.88284  -0.01
25 C -0.98983 -2.17522 1.30861  -0.01
26 C -0.21106 -2.51828 0.16553  -0.02
27 H -0.87245 -2.61172 2.29422  0.00
28 C -0.80299 -1.87227 -0.97473  0.00
29 C -1.92823 -1.10514 -0.51001  0.02
30 H -2.60965 -0.50930 -1.11707  0.00
31 H -2.88402 -0.99651 1.50034  0.00
32 H 0.57073 -3.26401 0.14042  0.00
33 H -0.52319 -2.06341 -2.00393  0.00
34 V 0.15510 -0.26576 0.09129  0.89
35 Br 0.09584 -0.60012 6.10477  0.00
36 C -0.33311 0.37364 4.54024  0.00
37 C -1.01429 1.58683 4.65143  0.00
38 C -1.32987 2.25823 3.46290  0.00
39 C -0.98493 1.71634 2.22449  0.01
40 N -0.33978 0.53047 2.12706  0.00
41 C -0.00692 -0.13048 3.27123  0.00
42 H -1.28223 1.95903 5.61962  0.00
43 H -1.85544 3.20653 3.47081  0.00
44 H -1.23042 2.23231 1.29031  0.01
45 H 0.52059 -1.09182 3.19739  0.00

Properties
- multiplicity = 2
- highest occupied orbital energy (spin up / spin down) (Eh) = -0.3829 / -0.3789
- E_tot (a.u.) = -4310.2062
- lowest unoccupied orbital energy (spin up / spin down) (eV) = -3.90 / -3.71
- total charge = +1
- ⟨S²⟩ = 0.7683
- energy relative to the best compared isomer or geometry (same formula, charge and spin) (kcal per mole) = 36.7